# 1
Density functional theory data (ωB97M-V with the def2-TZVPD basis set) for C29H35IrN4O5PSSeTe as an isolated structure.

Geometry as XYZ:
```
78
Properties=species:S:1:pos:R:3:mulliken_charge:R:1
Ir 0.18 2.33 -1.86 1.882
O -0.91 1.26 0.88 -0.638
S -1.77 1.99 -0.08 1.053
O -1.77 1.23 -1.38 -0.866
O -1.17 3.31 -0.34 -0.789
O -3.12 2.12 0.42 -0.867
Se 0.79 3.11 -3.98 -0.713
C 3.92 3.53 2.06 -1.006
N 2.52 3.30 2.38 0.101
C 1.86 4.59 2.51 -0.966
N 2.01 5.45 1.35 0.097
C 3.43 5.64 1.12 -0.942
N 4.16 4.40 0.92 0.094
C 3.79 3.75 -0.32 -1.136
P 2.01 3.16 -0.35 1.190
C 1.89 2.46 1.37 -0.995
C 1.37 4.86 0.18 -1.053
H 4.39 2.56 1.86 0.458
H 4.39 3.99 2.94 0.276
H 2.30 5.10 3.38 0.313
H 0.79 4.42 2.70 0.403
H 3.86 6.15 1.99 0.313
H 3.56 6.27 0.23 0.405
H 4.45 2.91 -0.50 0.425
H 3.91 4.47 -1.14 0.355
H 2.35 1.47 1.42 0.519
H 0.82 2.36 1.61 0.395
H 0.30 4.77 0.38 0.454
H 1.49 5.56 -0.66 0.363
C -6.45 -1.72 2.33 -1.599
C -5.10 -1.53 1.69 0.920
C -3.94 -1.46 2.44 -1.079
C -2.69 -1.34 1.85 0.740
C -1.45 -1.25 2.69 -1.372
C -2.59 -1.30 0.45 0.445
Te -0.59 -0.79 -0.36 0.831
N 1.02 0.31 -1.49 -0.303
C 2.22 0.24 -1.02 -0.808
O 3.05 1.19 -0.87 -0.611
C 2.65 -1.17 -0.68 0.131
C 3.29 -1.94 -1.64 -0.259
C 3.53 -3.29 -1.41 -0.613
C 3.16 -3.86 -0.20 -0.501
C 2.56 -3.09 0.78 -0.594
C 2.29 -1.75 0.54 0.139
C -0.58 -2.30 -1.89 0.244
C -0.18 -1.93 -3.18 -0.481
C -0.17 -2.85 -4.21 -0.835
C -0.57 -4.16 -3.98 -0.528
C -0.97 -4.53 -2.71 -0.632
C -0.97 -3.63 -1.66 1.223
C -1.36 -4.08 -0.28 -1.552
C -3.76 -1.30 -0.31 1.211
C -3.67 -1.13 -1.79 -1.481
C -5.00 -1.43 0.31 -1.124
H -6.35 -2.03 3.37 0.364
H -7.03 -2.47 1.79 0.362
H -7.01 -0.78 2.31 0.295
H -4.01 -1.50 3.53 0.262
H -1.70 -1.27 3.75 0.474
H -0.94 -0.31 2.45 0.077
H -0.77 -2.08 2.47 0.133
H 3.57 -1.49 -2.58 0.474
H 4.00 -3.89 -2.17 0.366
H 3.36 -4.91 -0.02 0.348
H 2.30 -3.54 1.73 0.371
H 1.85 -1.13 1.31 0.397
H 0.12 -0.91 -3.35 0.464
H 0.14 -2.54 -5.20 0.437
H -0.58 -4.88 -4.78 0.348
H -1.29 -5.55 -2.53 0.375
H -1.14 -5.14 -0.15 0.546
H -2.42 -3.91 -0.11 0.267
H -0.80 -3.49 0.45 -0.032
H -2.99 -1.86 -2.22 0.121
H -3.25 -0.14 -1.99 0.139
H -4.64 -1.21 -2.27 0.470
H -5.91 -1.43 -0.29 0.308
```

E = -142439.47602 eV
total charge = -2
spin multiplicity = 6
HOMO-LUMO gap (spin up / spin down) = 4.7 / 6.3 eV

***

# 2
Density functional theory data (ωB97M-V with the def2-TZVPD basis set) for an isolated ion of composition C29H35N2O2 and charge +1.

Geometry as XYZ:
```
68
Properties=species:S:1:pos:R:3:nbo_charge:R:1
C -2.99 3.24 1.10 -0.415
N -1.93 2.29 0.81 -0.479
C -2.14 0.95 0.36 0.227
C -3.08 0.80 -0.90 -0.092
C -2.62 1.75 -2.02 -0.622
C -4.51 1.10 -0.46 -0.614
C -3.07 -0.62 -1.43 -0.609
N -0.61 0.43 0.23 -0.389
C 0.28 1.70 0.27 -0.158
C 1.02 2.02 -1.05 -0.432
C 2.53 2.05 -0.84 -0.055
C 3.07 2.73 0.26 -0.172
C 4.43 2.62 0.57 -0.209
C 5.27 1.86 -0.25 -0.210
C 4.75 1.23 -1.39 -0.204
C 3.39 1.34 -1.69 -0.217
C -0.64 2.78 0.73 0.674
O -0.29 3.92 1.05 -0.574
H -2.56 4.05 1.70 0.260
H -3.40 3.68 0.19 0.204
H -3.79 2.75 1.67 0.215
H -2.59 0.35 1.18 0.207
H -1.61 1.50 -2.37 0.200
H -3.30 1.64 -2.88 0.241
H -2.66 2.80 -1.71 0.221
H -4.73 0.64 0.51 0.214
H -4.73 2.18 -0.40 0.225
H -5.22 0.68 -1.19 0.238
H -3.50 -1.31 -0.70 0.225
H -3.69 -0.68 -2.33 0.238
H -2.06 -0.96 -1.70 0.200
H -0.55 0.07 -0.72 0.458
H 1.01 1.61 1.08 0.316
H 0.77 1.29 -1.84 0.216
H 0.67 3.01 -1.40 0.259
H 2.40 3.31 0.91 0.221
H 4.82 3.11 1.46 0.228
H 6.33 1.76 0.00 0.229
H 5.41 0.65 -2.04 0.228
H 2.98 0.84 -2.57 0.213
C -0.27 -5.95 -2.48 -0.260
O -1.32 -5.42 -1.64 -0.481
C -0.98 -4.44 -0.77 0.338
C -2.01 -3.81 -0.05 -0.217
C -1.78 -2.60 0.59 -0.187
C -0.51 -2.00 0.56 -0.143
C -0.32 -0.59 1.15 -0.096
C 1.05 -0.40 1.81 -0.074
C 1.14 0.03 3.15 -0.161
C 2.40 0.24 3.71 -0.213
C 3.55 -0.07 2.98 -0.197
C 3.46 -0.48 1.65 -0.178
C 2.21 -0.50 1.03 -0.234
C 0.54 -2.74 0.02 -0.116
C 0.33 -3.93 -0.66 -0.326
H -0.80 -6.62 -3.15 0.216
H 0.23 -5.16 -3.04 0.183
H 0.46 -6.50 -1.87 0.189
H -3.01 -4.23 -0.11 0.233
H -2.60 -2.11 1.12 0.209
H -1.04 -0.48 1.97 0.226
H 0.21 0.22 3.71 0.213
H 2.47 0.61 4.74 0.233
H 4.53 0.01 3.44 0.232
H 4.34 -0.76 1.08 0.233
H 2.13 -0.60 -0.06 0.219
H 1.58 -2.42 0.10 0.223
H 1.17 -4.41 -1.17 0.234
```

E = -37709.75822 eV
total charge = +1
spin multiplicity = 1
SMILES = COc1ccc([C@@H](c2ccccc2)[N@H+]2[C@H](C(C)(C)C)N(C)C(=O)[C@@H]2Cc2ccccc2)cc1
HOMO-LUMO gap = 9.2 eV

***

# 3
Density functional theory data (ωB97M-V with the def2-TZVPD basis set) for C29H35N7P2Sr as an isolated structure.

Geometry as XYZ:
```
74
Properties=species:S:1:pos:R:3:mulliken_charge:R:1
Sr 0.71 -2.83 1.86 1.543
C -0.98 3.17 4.75 -0.610
C -1.56 2.39 3.83 -0.839
C -0.96 1.82 2.55 -0.859
C 0.28 0.88 2.63 1.334
C 1.63 1.55 2.60 -0.392
C 1.89 2.71 3.21 -0.490
C 0.97 3.91 3.22 -0.570
C 0.23 4.05 4.58 -0.482
C 2.38 -3.05 3.76 -1.516
H -1.33 3.11 5.79 0.346
H -2.45 1.80 4.17 0.273
H -0.75 2.52 1.73 0.539
H -1.78 1.20 2.13 0.466
H 0.23 0.34 3.62 0.120
H 0.09 0.11 1.83 -0.660
H 2.43 0.85 2.31 0.155
H 2.86 2.86 3.70 0.360
H 0.25 4.02 2.39 0.178
H 1.60 4.80 3.15 0.405
H 0.98 3.89 5.38 0.355
H -0.12 5.09 4.64 0.358
H 1.47 -3.00 4.40 0.402
H 2.78 -2.03 3.69 0.310
H 3.10 -3.72 4.21 0.203
P 1.32 -1.45 -1.45 0.300
P -2.09 -0.85 -1.40 -0.162
N 2.56 -0.19 -1.67 0.431
N 2.17 -2.59 -2.64 0.290
N -2.16 0.96 -1.82 0.346
N -3.62 -1.29 -2.18 0.364
C 0.30 -0.64 -2.72 -0.610
C -1.11 -1.21 -2.92 -1.336
C 3.53 0.15 -0.73 -0.430
C 4.50 0.92 -1.37 -0.757
C 4.12 1.05 -2.74 -0.854
C 2.92 0.39 -2.89 -0.010
C 2.46 -3.91 -2.29 -0.391
C 2.83 -4.61 -3.44 -0.610
C 2.75 -3.70 -4.54 -0.720
C 2.40 -2.46 -4.01 -0.015
C -2.00 1.92 -0.82 -0.355
C -1.84 3.17 -1.40 -0.514
C -1.94 3.00 -2.82 -1.012
C -2.08 1.63 -3.05 -0.159
C -4.35 -0.58 -3.14 -0.105
C -5.46 -1.34 -3.51 -0.669
C -5.35 -2.60 -2.84 -0.538
C -4.19 -2.58 -2.09 -0.449
H 0.74 -0.84 -3.70 -0.168
H 0.30 0.46 -2.59 0.877
H -1.54 -0.72 -3.81 0.364
H -1.12 -2.31 -3.08 0.646
H 3.38 -0.13 0.30 0.337
H 5.37 1.34 -0.90 0.425
H 4.62 1.55 -3.55 0.448
H 2.25 0.39 -3.74 0.463
H 2.35 -4.23 -1.26 0.336
H 3.13 -5.65 -3.48 0.412
H 2.90 -3.90 -5.59 0.416
H 2.25 -1.53 -4.54 0.268
H -2.03 1.62 0.22 0.268
H -1.66 4.09 -0.86 0.469
H -1.93 3.76 -3.59 0.435
H -2.15 1.12 -4.00 0.472
H -4.04 0.39 -3.46 0.436
H -6.23 -1.00 -4.17 0.443
H -6.06 -3.41 -2.90 0.415
H -3.70 -3.33 -1.48 0.336
N -0.97 -1.83 3.52 -0.769
C -1.39 -1.45 4.57 0.389
N -1.86 -0.94 5.67 -0.563
C -1.32 -1.40 6.85 0.428
N -0.89 -1.65 7.95 -0.549
```

E = -60478.75422 eV
total charge = 0
spin multiplicity = 1
HOMO-LUMO gap = 6.3 eV

***

# 4
Density functional theory data (ωB97M-V with the def2-TZVPD basis set) for C29H36BClF4N5SiTi as an isolated structure.

Geometry as XYZ:
```
78
Properties=species:S:1:pos:R:3:mulliken_charge:R:1
Ti -0.24 -0.64 -0.25 0.174
C -1.95 3.11 -4.41 -1.358
C -0.76 2.27 -3.91 -0.817
C 0.08 2.98 -2.87 0.927
C 0.90 4.02 -3.30 -0.581
C 1.75 4.67 -2.43 -1.128
C 1.80 4.27 -1.11 -0.675
C 1.01 3.24 -0.64 0.574
C 1.06 2.84 0.81 0.788
C -0.05 3.51 1.62 -1.115
C 0.12 2.60 -1.52 -0.521
N -0.71 1.55 -1.04 1.194
C -1.98 1.69 -1.26 -0.227
C -2.90 0.62 -1.02 -0.723
C -4.29 0.59 -1.12 -1.045
C -4.67 -0.71 -0.77 -0.977
C -3.48 -1.39 -0.46 -0.590
N -2.41 -0.59 -0.61 0.938
H -2.47 2.59 -5.21 0.397
H -1.61 4.07 -4.79 0.352
H -2.66 3.30 -3.61 0.325
H -0.11 2.04 -4.76 0.602
H -1.11 1.31 -3.53 0.063
H 0.88 4.29 -4.35 0.443
H 2.39 5.47 -2.79 0.372
H 2.49 4.76 -0.42 0.428
H 2.03 3.12 1.22 0.709
H 0.97 1.76 0.89 -1.032
H 0.03 4.60 1.55 0.390
H 0.00 3.22 2.67 0.340
H -1.03 3.22 1.23 0.110
H -2.37 2.63 -1.65 0.616
H -4.93 1.41 -1.42 0.519
H -5.67 -1.11 -0.74 0.451
H -3.38 -2.41 -0.14 0.305
C -2.64 0.90 2.44 -1.172
C -1.24 0.54 2.82 0.429
C -0.78 0.82 4.10 -1.005
C 0.54 0.51 4.43 -0.749
C 1.35 -0.11 3.50 -1.055
C 0.82 -0.44 2.23 0.318
N -0.46 -0.05 1.91 0.958
N 1.42 -1.08 1.23 0.320
Si 2.77 -2.12 1.40 0.016
C 4.40 -1.17 1.41 -1.140
C 2.68 -3.17 2.98 -1.169
C 2.82 -3.37 0.01 -0.826
H -2.86 1.94 2.69 0.360
H -3.35 0.27 2.98 0.390
H -2.81 0.75 1.37 -0.057
H -1.44 1.31 4.82 0.408
H 0.93 0.75 5.41 0.386
H 2.38 -0.34 3.72 0.508
H 4.50 -0.54 2.30 0.309
H 4.44 -0.52 0.53 0.290
H 5.27 -1.84 1.38 0.349
H 2.58 -2.59 3.89 0.375
H 3.58 -3.79 3.07 0.378
H 1.83 -3.85 2.92 0.262
H 2.76 -2.89 -0.97 0.164
H 1.99 -4.08 0.10 0.143
H 3.75 -3.95 0.05 0.437
Cl -1.01 -5.92 -2.48 -0.256
C -0.93 -4.94 -1.06 -0.219
C -1.15 -5.49 0.19 -0.398
C -1.07 -4.66 1.30 -1.009
C -0.77 -3.32 1.11 -0.599
N -0.56 -2.79 -0.10 1.444
C -0.64 -3.58 -1.17 -0.764
H -1.38 -6.54 0.29 0.445
H -1.23 -5.05 2.30 0.477
H -0.68 -2.64 1.94 0.351
H -0.46 -3.13 -2.14 0.552
F 1.63 0.34 -3.64 -0.339
B 1.63 -0.52 -2.57 0.323
F 2.52 -1.57 -2.76 -0.399
F 1.87 0.14 -1.34 -0.256
F 0.29 -1.08 -2.40 -0.209
```

E = -93183.75734 eV
total charge = -1
spin multiplicity = 3
HOMO-LUMO gap (spin up / spin down) = 5.5 / 7.2 eV

***

# 5
Density functional theory data (ωB97M-V with the def2-TZVPD basis set) for C29H36N3O as an isolated structure.

Geometry as XYZ:
```
69
Properties=species:S:1:pos:R:3:nbo_charge:R:1
C 1.00 4.79 3.78 -0.403
N 1.58 3.52 4.22 -0.435
C 1.44 3.21 5.65 -0.417
C 1.95 2.54 3.33 0.319
C 2.48 2.90 2.06 -0.309
C 2.82 1.90 1.17 -0.134
C 2.48 0.55 1.39 -0.218
C 2.75 -0.42 0.36 0.007
C 2.26 -1.81 0.52 -0.205
C 3.14 -2.91 0.38 -0.128
C 2.67 -4.20 0.43 -0.258
C 1.26 -4.43 0.41 0.231
N 0.75 -5.69 0.21 -0.405
C 1.44 -6.89 0.69 -0.401
C -0.65 -5.87 -0.12 -0.413
C 0.38 -3.33 0.54 -0.314
C 0.88 -2.04 0.69 -0.106
C 1.95 0.22 2.68 -0.078
C 1.81 1.18 3.66 -0.326
H 1.21 4.99 2.72 0.206
H -0.10 4.79 3.90 0.198
H 1.43 5.61 4.39 0.211
H 2.27 2.58 5.98 0.215
H 1.48 4.16 6.23 0.221
H 0.49 2.68 5.88 0.193
H 2.63 3.95 1.80 0.216
H 3.34 2.16 0.24 0.207
H 3.79 -0.35 -0.05 0.236
H 4.22 -2.73 0.24 0.228
H 3.37 -5.04 0.37 0.225
H 2.52 -6.74 0.77 0.212
H 1.06 -7.16 1.68 0.196
H 1.25 -7.72 -0.01 0.210
H -0.98 -5.20 -0.93 0.209
H -0.79 -6.91 -0.46 0.220
H -1.29 -5.69 0.76 0.191
H -0.70 -3.49 0.54 0.229
H 0.19 -1.21 0.93 0.211
H 1.69 -0.82 2.92 0.224
H 1.48 0.89 4.66 0.230
C 3.80 -3.18 -3.53 -0.215
C 2.44 -3.18 -3.20 -0.181
C 1.85 -2.07 -2.62 -0.239
C 2.63 -0.94 -2.32 0.050
C 2.11 0.17 -1.46 -0.391
C 2.39 1.48 -1.90 0.219
N 1.72 2.58 -1.43 -0.349
C 2.21 3.87 -1.97 -0.254
C 1.73 5.01 -1.10 -0.079
O 0.32 4.96 -0.90 -0.513
C -0.14 3.73 -0.34 -0.080
C 0.29 2.50 -1.15 -0.252
C 3.96 -0.88 -2.77 -0.254
C 4.53 -2.01 -3.34 -0.197
H 4.25 -4.06 -3.97 0.228
H 1.84 -4.07 -3.37 0.221
H 0.78 -2.06 -2.37 0.222
H 1.14 0.00 -0.99 0.258
H 3.24 1.73 -2.56 0.220
H 3.31 3.84 -2.02 0.223
H 1.80 3.99 -3.00 0.212
H 2.27 4.96 -0.13 0.167
H 1.94 5.98 -1.59 0.223
H 0.22 3.63 0.69 0.179
H -1.23 3.83 -0.35 0.217
H -0.26 2.51 -2.11 0.213
H 0.05 1.60 -0.60 0.228
H 4.53 0.04 -2.63 0.203
H 5.59 -1.99 -3.62 0.224
```

E = -37166.65952 eV
total charge = +1
spin multiplicity = 1
HOMO-LUMO gap = 6.0 eV

***

# 6
Density functional theory data (ωB97M-V with the def2-TZVPD basis set) for C29H36N8Ni as an isolated structure.

Geometry as XYZ:
```
74
Properties=species:S:1:pos:R:3:mulliken_charge:R:1
Ni 0.14 0.02 0.55 0.332
N -1.30 -2.03 2.56 -0.325
N -0.22 -2.02 -0.70 0.798
C 1.25 1.77 0.06 0.772
C 2.17 0.72 0.39 0.789
C 1.97 0.37 1.77 0.678
C 2.60 -0.78 2.47 -1.777
H 3.13 -1.49 1.80 0.409
H 1.92 -1.44 3.06 0.351
H 3.30 -0.40 3.23 0.344
C 0.98 1.24 2.28 0.934
C 0.40 1.23 3.62 -1.397
H 0.91 1.80 4.40 0.263
H 0.56 0.25 4.04 0.576
H -0.68 1.48 3.63 0.112
C 0.46 2.07 1.22 0.341
C -0.51 3.18 1.38 -1.723
H -1.33 2.92 2.07 0.389
H -0.96 3.46 0.42 0.389
H -0.02 4.08 1.79 0.235
C 3.16 0.07 -0.51 -2.226
H 4.14 0.04 -0.04 0.510
H 3.25 0.63 -1.45 0.478
H 2.90 -0.97 -0.78 0.094
C 1.26 2.58 -1.18 -1.443
H 0.25 2.77 -1.54 0.165
H 1.80 2.06 -1.98 0.198
H 1.76 3.55 -1.03 0.297
C -2.07 -2.38 3.57 0.495
H -2.40 -1.74 4.43 0.435
C -2.69 -3.59 3.45 -1.158
H -3.41 -3.86 4.24 0.311
C -2.39 -4.35 2.37 -0.510
H -2.85 -5.29 2.22 0.368
C -1.49 -3.97 1.40 -0.721
H -1.17 -4.48 0.51 0.251
C -0.89 -2.75 1.49 0.893
C 0.10 -2.13 0.66 -1.536
H 1.17 -2.28 0.90 0.079
C -0.25 -0.72 -1.14 -0.847
C -0.45 -2.89 -1.76 -0.451
H -0.53 -3.97 -1.61 0.440
C -0.55 -2.15 -2.85 -0.967
H -0.74 -2.42 -3.88 0.455
N -0.39 -0.81 -2.49 1.175
C -0.33 0.31 -3.39 -0.417
C 0.88 0.61 -4.03 1.001
C 0.93 1.73 -4.88 -0.808
H 1.87 1.98 -5.38 0.250
C -0.20 2.52 -5.10 0.977
C -0.14 3.71 -6.01 -1.488
H -0.18 4.66 -5.46 0.280
H -0.99 3.72 -6.71 0.351
H 0.78 3.71 -6.61 0.364
C -1.38 2.20 -4.43 -1.063
H -2.27 2.82 -4.59 0.313
C -1.47 1.10 -3.57 1.288
C -2.74 0.77 -2.86 -1.486
H -3.19 -0.18 -3.18 0.306
H -3.48 1.55 -3.05 0.427
H -2.60 0.73 -1.77 0.179
C 2.11 -0.22 -3.82 -1.759
H 2.26 -0.96 -4.62 0.359
H 2.08 -0.78 -2.88 0.084
H 3.01 0.41 -3.81 0.455
N -0.40 -1.43 6.46 -1.564
N -0.43 -1.17 5.15 1.909
N -1.85 -0.14 4.60 -0.884
C -1.60 0.18 3.34 -0.527
N -0.53 -0.92 2.59 0.634
N 0.44 -1.79 4.50 -1.671
H -0.94 -0.97 7.15 0.256
H 0.32 -2.07 6.71 0.530
H -2.26 0.54 2.58 0.427
```

E = -83605.02691 eV
total charge = -2
spin multiplicity = 3
HOMO-LUMO gap (spin up / spin down) = 2.2 / 2.7 eV